# 1
Molecular formula: C36H58N11O3
Method: DFT, the ωB97M-V functional and the def2-TZVPD basis

```
108
C36H58N11O3 (the ωB97M-V functional and the def2-TZVPD basis)
C 2.36 0.07 4.60
C 2.68 -1.18 3.81
N 4.07 -1.27 3.58
C 4.75 -0.32 2.81
C 6.11 -0.54 2.92
N 6.30 -1.55 3.84
C 5.00 -2.02 4.18
C 7.54 -2.13 4.31
H 2.79 1.01 4.25
H 2.72 -0.18 5.60
H 1.28 0.23 4.64
H 2.10 -1.27 2.89
H 2.26 -2.00 4.40
H 4.17 0.32 2.17
H 6.95 -0.17 2.35
H 4.84 -2.70 5.00
H 8.39 -1.74 3.76
H 7.46 -3.21 4.24
H 7.57 -1.79 5.35
C -2.64 4.48 1.58
C -1.48 4.53 0.55
N -0.19 4.36 1.25
C 0.23 3.23 2.01
C 1.55 3.48 2.40
N 1.98 4.67 1.83
C 0.89 5.18 1.17
C 3.15 5.38 2.33
H -2.71 5.17 2.41
H -2.67 3.53 2.12
H -3.53 4.58 0.96
H -1.52 5.52 0.09
H -1.53 3.79 -0.25
H -0.48 2.46 2.26
H 2.19 2.89 3.05
H 0.94 6.17 0.74
H 4.03 5.26 1.70
H 3.42 5.16 3.36
H 2.86 6.43 2.41
C -6.02 -1.69 7.74
C -5.38 -0.50 7.01
N -4.34 -1.09 6.13
C -4.13 -2.40 5.65
C -2.96 -2.42 4.88
N -2.50 -1.12 4.79
C -3.32 -0.36 5.60
C -1.42 -0.73 3.96
H -6.88 -1.35 8.31
H -5.37 -2.20 8.45
H -6.50 -2.41 7.08
H -4.85 0.24 7.62
H -6.14 -0.04 6.39
H -4.89 -3.13 5.90
H -2.44 -3.17 4.31
H -3.29 0.71 5.52
H -0.53 -0.89 4.58
H -1.45 0.33 3.73
H -1.48 -1.41 3.11
C 2.14 1.36 -7.24
C 0.62 1.50 -7.04
N 0.29 1.89 -5.64
C 0.12 1.05 -4.56
C -0.36 1.81 -3.55
N -0.34 3.13 -3.85
C 0.07 3.20 -5.18
C -0.49 4.24 -2.85
H 2.69 2.28 -7.02
H 2.25 1.02 -8.27
H 2.56 0.67 -6.51
H 0.10 0.58 -7.29
H 0.21 2.34 -7.60
H 0.16 -0.02 -4.45
H -0.73 1.58 -2.56
H 0.08 4.08 -5.82
H -1.22 5.00 -3.14
H 0.47 4.76 -2.94
H -0.62 3.84 -1.85
C -2.54 -4.06 -9.08
N -2.11 -3.68 -7.70
C -1.49 -2.55 -7.47
C -1.12 -2.18 -6.17
C -1.40 -3.06 -5.13
C -2.04 -4.25 -5.37
C -2.45 -4.45 -6.70
C -0.97 -2.79 -3.71
C -1.93 -2.58 -2.59
C -1.38 -2.43 -1.29
N -0.02 -2.65 -1.07
C 0.86 -2.93 -2.04
C 0.35 -2.86 -3.33
C 0.35 -2.87 0.32
H -1.62 -3.92 -9.65
H -3.32 -3.45 -9.54
H -2.80 -5.11 -9.13
H -1.15 -1.96 -8.30
H -0.75 -1.20 -5.90
H -2.30 -4.97 -4.60
H -3.13 -5.26 -6.93
H -2.98 -2.34 -2.74
H -2.05 -2.18 -0.48
H 1.87 -3.13 -1.72
H 1.06 -3.09 -4.10
H -0.07 -3.87 0.43
H -0.14 -2.31 1.11
H 1.39 -2.59 0.50
N 0.98 0.60 0.59
O 0.07 0.33 1.36
O 2.03 -0.03 0.78
O 0.86 1.35 -0.40
```

Net charge = +4
Expectation value of S² = 0.765
Multiplicity = 2
HOMO energy (spin up / spin down) = -12.864 / -16.368 eV

Löwdin atomic charge list, values in e, 4 entries: -0.044, -0.198, -0.051, 0.005

---

# 2
Molecular formula: C36H58N2O7S6SiSr
Method: DFT, the ωB97M-V functional and the def2-TZVPD basis

```
111
C36H58N2O7S6SiSr (the ωB97M-V functional and the def2-TZVPD basis)
Sr -0.36 0.13 -0.93
C 3.32 2.40 -0.80
N 2.29 2.15 -1.79
C 2.69 1.05 -2.64
C 2.00 3.35 -2.55
C 0.70 3.28 -3.35
N -0.48 2.97 -2.56
C -0.83 4.04 -1.65
C -1.60 2.70 -3.45
H 4.31 2.58 -1.27
H 3.39 1.55 -0.13
H 3.07 3.27 -0.20
H 3.59 1.30 -3.23
H 1.88 0.77 -3.30
H 2.90 0.18 -2.01
H 2.82 3.58 -3.27
H 1.95 4.19 -1.86
H 0.80 2.50 -4.11
H 0.58 4.25 -3.88
H -1.00 4.99 -2.19
H -0.05 4.18 -0.91
H -1.75 3.78 -1.13
H -1.88 3.60 -4.04
H -2.46 2.38 -2.86
H -1.34 1.89 -4.13
C 0.60 3.59 2.06
C 1.41 2.57 2.86
C 0.67 2.24 4.16
C 2.80 3.14 3.19
O 1.52 1.43 2.06
Si 2.36 0.04 2.21
S 1.86 -1.15 0.60
O 3.93 0.54 2.20
C 5.13 -0.17 2.35
C 5.46 -0.28 3.85
C 5.06 -1.57 1.73
C 6.22 0.65 1.63
O 2.21 -0.67 3.70
C 1.32 -1.68 4.13
C -0.09 -1.47 3.59
C 1.85 -3.05 3.66
C 1.31 -1.64 5.66
H 0.45 4.50 2.64
H -0.37 3.15 1.84
H 1.10 3.82 1.13
H 0.58 3.12 4.79
H 1.22 1.47 4.70
H -0.32 1.88 3.92
H 2.71 4.10 3.69
H 3.36 3.26 2.27
H 3.34 2.45 3.82
H 4.60 -0.73 4.34
H 5.61 0.71 4.27
H 6.34 -0.89 4.01
H 4.39 -2.19 2.32
H 6.05 -2.02 1.70
H 4.65 -1.50 0.73
H 6.25 1.66 2.03
H 5.97 0.71 0.57
H 7.20 0.18 1.74
H -0.09 -1.59 2.50
H -0.44 -0.47 3.81
H -0.78 -2.19 4.02
H 1.90 -3.05 2.58
H 1.19 -3.84 4.00
H 2.85 -3.21 4.07
H 0.86 -0.71 6.01
H 2.32 -1.71 6.05
H 0.72 -2.47 6.05
O -4.14 5.23 2.62
C -4.04 4.22 1.97
S -2.98 2.88 2.37
C -3.37 1.79 1.01
C -4.30 2.25 0.14
S -4.94 1.53 -1.27
S -4.93 3.89 0.49
S -2.59 0.25 1.10
O -2.34 0.11 -1.94
S -3.45 -0.68 -1.40
C -4.47 -1.11 -2.92
C -3.75 -1.73 -4.05
C -4.15 -2.95 -4.58
C -3.48 -3.52 -5.64
C -2.37 -2.89 -6.19
C -1.96 -1.67 -5.66
C -2.64 -1.09 -4.61
C -2.62 -2.38 -1.27
C -3.57 -3.42 -0.86
C -3.84 -4.53 -1.65
C -4.74 -5.50 -1.23
C -5.38 -5.37 -0.01
C -5.13 -4.26 0.78
C -4.24 -3.29 0.36
H -4.88 -0.13 -3.20
H -5.28 -1.74 -2.55
H -5.01 -3.46 -4.15
H -3.81 -4.47 -6.04
H -1.84 -3.34 -7.01
H -1.08 -1.19 -6.06
H -2.31 -0.16 -4.19
H -1.88 -2.20 -0.49
H -2.12 -2.59 -2.22
H -3.32 -4.65 -2.59
H -4.92 -6.37 -1.85
H -6.08 -6.13 0.33
H -5.63 -4.15 1.74
H -4.03 -2.43 0.98
O 0.36 -2.88 -3.85
C 0.44 -2.20 -2.83
O 0.30 -0.96 -2.72
H 0.68 -2.75 -1.86
```

Net charge = -2
Energy relative to the best compared isomer or geometry (same formula, charge and spin) = 142.06 kJ/mol
HOMO energy = -1.330 eV

Löwdin atomic charge list, values in e, 4 entries: 1.184, -0.102, -0.259, -0.109

---

# 3
Molecular formula: C36H59N3O21S
Method: DFT, the ωB97M-V functional and the def2-TZVPD basis

```
120
C36H59N3O21S (the ωB97M-V functional and the def2-TZVPD basis)
C 0.25 -6.14 0.31
O -0.10 -4.74 0.35
C 0.97 -4.01 0.98
C 2.27 -3.81 0.04
C 2.46 -2.32 -0.55
C 1.12 -1.62 -1.09
C 1.40 -0.05 -1.38
C 0.42 0.91 -0.52
C 1.11 1.46 0.82
N 1.77 0.33 1.52
C 2.12 0.63 2.93
C 1.34 -0.24 4.03
C 1.20 0.71 5.34
C 2.54 0.83 6.20
C 3.31 2.23 6.06
C 4.58 2.12 5.05
N 5.89 2.33 5.73
C 6.84 1.23 5.37
C 7.15 0.88 3.83
O 7.41 0.53 6.22
N -0.07 -0.62 3.65
C -0.79 0.40 3.38
S -1.59 1.86 3.50
O 1.99 -1.45 4.44
C 2.79 -2.04 3.39
H 0.51 -6.41 -0.77
H -0.62 -6.73 0.73
H 1.17 -6.41 0.93
H 1.33 -4.52 1.95
H 0.64 -2.97 1.31
H 3.18 -4.00 0.72
H 2.34 -4.63 -0.77
H 3.16 -2.41 -1.46
H 3.00 -1.62 0.17
H 0.23 -1.69 -0.38
H 0.80 -2.17 -2.06
H 2.50 0.23 -1.18
H 1.23 0.10 -2.49
H 0.13 1.76 -1.24
H -0.53 0.31 -0.34
H 1.95 2.16 0.47
H 0.42 2.09 1.47
H 1.19 -0.51 1.41
H 1.81 1.72 3.11
H 3.26 0.62 3.05
H 0.90 1.78 5.06
H 0.39 0.20 5.98
H 3.30 0.00 6.04
H 2.23 0.75 7.31
H 2.64 3.11 5.83
H 3.78 2.44 7.09
H 4.43 2.77 4.12
H 4.57 1.04 4.68
H 6.38 3.17 5.37
H 6.20 0.33 3.47
H 8.00 0.14 3.71
H 7.23 1.81 3.19
H 2.29 -2.08 2.37
H 3.04 -3.12 3.67
H 3.80 -1.50 3.38
C -0.41 -5.86 -3.95
C -0.40 -4.46 -3.41
O 0.77 -3.90 -3.99
C 1.04 -4.61 -5.12
O 1.86 -4.30 -5.93
O 0.26 -5.72 -5.20
H -1.42 -6.25 -4.08
H 0.16 -6.55 -3.32
H -1.27 -3.88 -3.74
H -0.34 -4.43 -2.32
C -3.56 1.63 -1.64
C -4.17 1.63 -3.00
O -3.55 0.53 -3.64
C -3.13 -0.32 -2.66
O -2.71 -1.43 -2.85
O -3.25 0.25 -1.43
H -4.24 1.99 -0.87
H -2.64 2.20 -1.59
H -5.25 1.46 -2.98
H -3.98 2.56 -3.54
C -1.55 5.40 -1.89
C -2.02 6.63 -1.16
O -3.35 6.30 -0.81
C -3.44 4.94 -0.77
O -4.38 4.34 -0.35
O -2.32 4.36 -1.29
H -0.48 5.22 -1.75
H -1.78 5.43 -2.95
H -1.45 6.82 -0.25
H -1.99 7.52 -1.79
C 3.89 -9.18 3.02
C 2.55 -9.56 2.45
O 2.26 -8.47 1.58
C 3.44 -7.89 1.24
O 3.57 -7.06 0.40
O 4.47 -8.39 1.99
H 4.51 -10.05 3.24
H 3.80 -8.57 3.93
H 2.60 -10.48 1.86
H 1.79 -9.66 3.22
C -8.54 4.55 -1.77
C -8.74 5.26 -3.07
O -7.40 5.46 -3.53
C -6.63 4.52 -2.93
O -5.49 4.31 -3.22
O -7.31 3.86 -1.96
H -9.35 3.85 -1.54
H -8.43 5.24 -0.92
H -9.27 4.65 -3.80
H -9.26 6.21 -2.95
C -4.26 6.25 -7.14
C -3.66 4.94 -6.71
O -2.65 5.33 -5.80
C -2.99 6.55 -5.32
O -2.44 7.09 -4.40
O -4.04 7.08 -6.00
H -5.32 6.17 -7.37
H -3.74 6.68 -8.00
H -4.39 4.30 -6.19
H -3.24 4.38 -7.55
```

Energy relative to the best compared isomer or geometry (same formula, charge and spin) = 0.00 kJ/mol
HOMO energy = -8.717 eV

Löwdin atomic charge list, values in e, 4 entries: -0.106, -0.215, -0.235, -0.159

---

# 4
Molecular formula: C36H60F4O24
Method: DFT, the ωB97M-V functional and the def2-TZVPD basis

```
124
C36H60F4O24 (the ωB97M-V functional and the def2-TZVPD basis)
C 1.02 2.18 3.70
C 0.64 3.24 4.75
O 0.67 2.53 5.97
C 1.07 1.27 5.74
O 1.51 0.52 6.52
O 0.93 0.96 4.43
F -0.63 3.74 4.54
H 2.01 2.33 3.28
H 0.38 2.22 2.82
H 1.38 4.03 4.76
C -3.45 -3.84 -0.04
C -3.47 -5.00 -1.05
O -2.66 -5.90 -0.35
C -2.78 -5.71 0.99
O -2.63 -6.55 1.76
O -3.24 -4.45 1.21
F -2.81 -4.59 -2.20
H -4.40 -3.32 -0.14
H -2.65 -3.14 -0.30
H -4.43 -5.36 -1.40
C 2.05 2.36 -2.30
C 1.80 1.34 -3.45
O 2.90 0.45 -3.36
C 3.77 0.85 -2.37
O 4.78 0.33 -2.08
O 3.05 1.69 -1.58
F 1.92 2.03 -4.66
H 1.08 2.33 -1.78
H 2.20 3.41 -2.51
H 0.90 0.74 -3.49
C 1.90 -2.12 4.86
C 1.32 -3.48 5.19
O 2.41 -4.32 4.84
C 3.22 -3.66 3.95
O 4.12 -4.14 3.39
O 2.74 -2.40 3.73
F 0.25 -3.82 4.31
H 2.53 -1.87 5.73
H 1.23 -1.28 4.71
H 0.85 -3.48 6.18
O -0.82 3.25 -9.06
C -1.86 3.60 -8.63
O -2.31 3.30 -7.42
C -1.48 2.50 -6.56
C -2.35 2.15 -5.37
C -2.89 4.31 -9.47
H -0.66 3.14 -6.24
H -1.08 1.66 -7.13
H -3.22 1.56 -5.65
H -2.67 3.11 -4.96
H -1.74 1.66 -4.61
H -3.80 4.37 -8.87
H -3.15 3.77 -10.37
H -2.54 5.33 -9.61
O -0.62 2.93 0.03
C -1.53 3.50 -0.52
O -2.33 4.45 -0.05
C -2.08 5.37 1.04
C -0.66 5.93 1.02
C -1.74 3.29 -2.02
H -2.20 4.87 2.00
H -2.81 6.17 0.96
H -0.23 6.24 0.07
H -0.08 5.16 1.54
H -0.64 6.73 1.77
H -2.27 4.12 -2.48
H -2.29 2.38 -2.21
H -0.77 3.29 -2.50
O 0.27 -7.25 -4.30
C 0.19 -7.47 -3.13
O 0.91 -6.89 -2.19
C 2.02 -5.99 -2.55
C 1.40 -4.75 -3.14
C -0.85 -8.39 -2.55
H 2.65 -6.56 -3.23
H 2.45 -5.85 -1.56
H 1.27 -4.92 -4.22
H 2.02 -3.84 -3.09
H 0.42 -4.43 -2.80
H -1.69 -7.85 -2.14
H -0.38 -9.05 -1.82
H -1.18 -9.17 -3.24
O 4.43 3.22 4.33
C 4.82 3.01 3.22
O 4.81 1.80 2.68
C 4.44 0.67 3.48
C 5.67 -0.12 3.90
C 5.34 4.05 2.28
H 3.77 0.06 2.88
H 3.85 0.92 4.36
H 6.22 -0.61 3.10
H 5.36 -0.98 4.51
H 6.26 0.61 4.46
H 4.81 4.97 2.51
H 5.23 3.66 1.27
H 6.40 4.23 2.45
O -1.46 0.10 -2.48
C -1.78 -0.35 -1.41
O -1.05 -1.15 -0.63
C 0.34 -1.38 -0.86
C 1.16 -0.68 0.21
C -3.23 -0.38 -0.96
H 0.68 -1.13 -1.86
H 0.52 -2.44 -0.68
H 0.99 0.39 0.36
H 2.23 -0.75 0.05
H 0.95 -1.16 1.17
H -3.37 0.55 -0.40
H -3.29 -1.25 -0.33
H -4.00 -0.44 -1.73
O -4.59 0.75 3.45
C -3.64 1.45 3.19
O -2.37 1.03 3.28
C -2.15 -0.22 3.99
C -2.24 -1.37 3.03
C -3.67 2.87 2.70
H -2.84 -0.21 4.84
H -1.16 -0.12 4.42
H -1.47 -1.28 2.27
H -3.19 -1.55 2.53
H -2.00 -2.26 3.63
H -4.62 3.37 2.82
H -3.32 2.84 1.67
H -2.94 3.40 3.30
```

HOMO energy = -9.900 eV

Löwdin atomic charge list, values in e, 4 entries: -0.041, -0.258, 0.157, -0.581